a.
A molecular structure, C4H8O3, computed with wB97M-V/def2-TZVPD.

HOMO level in eV: -9.463
HOMO-LUMO gap in eV: 9.25
LUMO energy in eV: -0.21
Net charge: 0

Geometry as XYZ:
```
15
C4H8O3, DFT wB97M-V/def2-TZVPD
C 2.35761 -0.12677 1.17370
O 1.39918 0.54105 0.88031
C 0.53190 -0.39448 -0.54351
O 0.64090 -1.61143 -0.53417
C -0.91657 0.11014 0.08437
C -1.73691 0.93060 -0.87858
O -1.63108 -1.03731 0.48057
H 2.45538 -1.19314 0.87787
H 3.08163 0.39084 1.78667
H 1.56435 0.11130 -1.10643
H -0.77426 0.69630 1.00686
H -1.20473 1.85653 -1.11141
H -2.70672 1.17500 -0.42950
H -1.90159 0.34854 -1.78725
H -1.15909 -1.79716 0.10050
```

***

b.
C4H8O3 in the gas phase, computed with wB97M-V/def2-TZVPD.

HOMO level in eV: -10.248
SMILES: C[C@@H](O)[C@@H](O)C=O
HOMO-LUMO gap in eV: 10.98
LUMO energy in eV: 0.73
Net charge: 0

Geometry as XYZ:
```
15
C4H8O3, DFT wB97M-V/def2-TZVPD
C 0.26100 -1.49763 -0.60151
C 0.91343 -0.34728 0.16485
O 1.90357 0.25419 -0.62654
C -0.09525 0.76018 0.66407
O 0.10221 1.95809 -0.04383
C -1.54684 0.35053 0.51447
O -2.30165 0.98566 -0.18823
H 1.04919 -2.15228 -0.98318
H -0.39369 -2.09915 0.04146
H -0.31968 -1.13163 -1.45608
H 1.40276 -0.76644 1.05416
H 1.57236 1.14320 -0.84107
H 0.08567 0.94147 1.73349
H -0.73909 2.13915 -0.50265
H -1.89399 -0.53807 1.07060
```

***

Which of them is least stable? Easy: a.

***

a.
3 unconnected molecules or ions with the total composition C2H9O2S, computed with wB97M-V/def2-TZVPD.

HOMO level in eV: -2.997
HOMO-LUMO gap in eV: 7.00
LUMO energy in eV: 4.00
Net charge: -1

Geometry as XYZ:
```
14
C2H9O2S, DFT wB97M-V/def2-TZVPD
C 1.96859 -0.40071 0.34673
C 1.05644 -0.52133 -0.88607
S -0.31532 0.73112 -0.88527
H 1.85017 0.61186 0.72305
H 3.03358 -0.61544 0.18965
H 1.64845 -1.13430 1.07910
H 0.60989 -1.50589 -1.00563
H 1.62323 -0.16853 -1.73601
H -0.96872 1.81922 0.74602
H -0.37224 2.21754 2.06775
O -1.05709 2.50541 1.45727
H -0.36370 -3.11274 0.25735
H -1.45397 -1.94181 0.23759
O -1.29759 -2.89245 0.30526
```

***

b.
3 unconnected molecules or ions with the total composition C2H9O2S, computed with wB97M-V/def2-TZVPD.

HOMO level in eV: -2.751
HOMO-LUMO gap in eV: 6.72
LUMO energy in eV: 3.97
Net charge: -1

Geometry as XYZ:
```
14
C2H9O2S, DFT wB97M-V/def2-TZVPD
C 0.50639 2.01650 1.10025
C -0.46236 0.74520 1.04215
S 0.38863 -0.71241 0.48399
H 0.12489 2.57854 1.96977
H 0.43717 2.60730 0.20043
H 1.55415 1.72098 1.19905
H -1.17463 1.17227 0.33361
H -1.04429 0.42814 1.91170
H -1.35000 -1.15927 -0.87663
H -2.59814 -1.32674 -1.75732
O -2.33695 -1.22000 -0.83332
H 2.56155 -2.82452 -1.46234
H 1.35449 -1.83630 -1.36656
O 2.03911 -2.18970 -1.94479
```

***

Which of them is least stable? Easy: b.

***

a.
C18H23N3O5S in the gas phase, computed with wB97M-V/def2-TZVPD.

HOMO level in eV: -8.688
SMILES: CCN(CC)S(=O)(=O)c1ccc(NC(=O)CCNC(=O)c2ccco2)cc1
HOMO-LUMO gap in eV: 9.12
LUMO energy in eV: 0.44
Net charge: 0

Geometry as XYZ:
```
50
C18H23N3O5S, DFT wB97M-V/def2-TZVPD
C -1.69044 0.44600 -1.98571
C -2.18953 1.87457 -1.77816
N -2.94817 1.98467 -0.55160
C -4.39372 1.97300 -0.62182
C -4.98574 3.26888 -1.17013
S -2.26862 2.99996 0.59107
O -3.18802 3.08881 1.68731
O -1.79617 4.22390 0.00034
C -0.85626 2.01578 1.06902
C 0.42808 2.45731 0.82192
C 1.50986 1.66379 1.16157
C 1.29161 0.41862 1.74788
N 2.33213 -0.43728 2.11523
C 3.62608 -0.40248 1.69854
O 4.10799 0.46759 1.00794
C 4.46995 -1.57705 2.19163
C 3.84338 -2.95230 1.91608
N 3.20260 -3.01505 0.62216
C 1.85057 -2.96360 0.50725
O 1.11632 -2.96246 1.48101
C 1.34849 -2.91813 -0.87329
C 1.97603 -2.95902 -2.09701
C 0.95591 -2.86732 -3.06414
C -0.21201 -2.77459 -2.36322
O 0.01656 -2.80452 -1.05257
C -0.01352 -0.01452 1.99929
C -1.08471 0.78503 1.65762
H -1.11752 0.38128 -2.90760
H -1.05922 0.14254 -1.15447
H -2.53341 -0.23795 -2.04518
H -2.79741 2.18304 -2.63445
H -1.34312 2.56137 -1.70427
H -4.69727 1.11509 -1.22891
H -4.74063 1.82403 0.40208
H -6.07158 3.22077 -1.15121
H -4.65435 4.09966 -0.55228
H -4.66245 3.44761 -2.19345
H 0.56613 3.42559 0.36730
H 2.51576 1.99570 0.96735
H 2.00958 -1.28236 2.57309
H 4.63920 -1.46309 3.26386
H 5.43405 -1.49323 1.68708
H 4.61911 -3.72160 1.97069
H 3.07148 -3.19310 2.65149
H 3.78029 -2.90312 -0.19382
H 3.02495 -3.04920 -2.29458
H 1.07374 -2.87028 -4.12793
H -1.23052 -2.68623 -2.68537
H -0.17478 -0.98921 2.43499
H -2.10065 0.47313 1.83740
```

***

b.
C18H23N3O5S in the gas phase, computed with wB97M-V/def2-TZVPD.

HOMO level in eV: -8.665
SMILES: CCCCC[C@@H]1C[C@H](CC(=O)NC(=S)Nc2ccc([N+](=O)[O-])cc2)C(=O)O1
HOMO-LUMO gap in eV: 8.17
LUMO energy in eV: -0.49
Net charge: 0

Geometry as XYZ:
```
50
C18H23N3O5S, DFT wB97M-V/def2-TZVPD
C 6.25625 1.48997 -1.89523
C 7.01521 0.30399 -1.30756
C 6.16438 -0.96867 -1.18274
C 5.62849 -1.23442 0.22586
C 4.69287 -0.16189 0.78544
C 3.34994 -0.10611 0.06579
C 2.41630 1.00149 0.57598
C 1.02831 0.37009 0.46458
C 0.04208 0.82416 1.54807
C -1.41742 0.69191 1.15080
O -2.16046 1.65947 1.13185
N -1.80492 -0.57184 0.84048
C -3.06892 -1.01903 0.46513
S -3.20261 -2.61668 0.10459
N -4.03138 -0.07363 0.44202
C -5.38270 -0.13125 0.16741
C -6.07935 -1.29743 -0.16306
C -7.43368 -1.24289 -0.41041
C -8.10923 -0.02951 -0.33362
N -9.51818 0.02132 -0.59066
O -10.08163 -1.01730 -0.87155
O -10.06874 1.10204 -0.51259
C -7.42714 1.14054 -0.00677
C -6.07699 1.08639 0.24113
C 1.35939 -1.12249 0.54252
O 0.57969 -2.00240 0.80006
O 2.63755 -1.33085 0.29640
H 5.89156 1.24854 -2.89145
H 5.40531 1.76896 -1.27872
H 6.91346 2.35302 -1.97631
H 7.41422 0.57351 -0.32770
H 7.86893 0.09961 -1.95628
H 6.77398 -1.83200 -1.45594
H 5.34054 -0.92741 -1.89666
H 6.47715 -1.33081 0.90628
H 5.09416 -2.18611 0.22479
H 5.16059 0.82060 0.72544
H 4.50150 -0.38122 1.83837
H 3.49970 -0.02289 -1.01719
H 2.51746 1.91606 -0.00316
H 2.64316 1.22108 1.62136
H 0.60189 0.55753 -0.52811
H 0.21084 1.87941 1.77078
H 0.20401 0.24551 2.46113
H -1.09128 -1.31461 0.86699
H -3.68000 0.86259 0.68544
H -5.55984 -2.23803 -0.22306
H -7.98457 -2.13525 -0.66459
H -7.97207 2.07031 0.04725
H -5.53783 1.98661 0.49744
```

***

c.
C18H23N3O5S in the gas phase, computed with wB97M-V/def2-TZVPD.

HOMO level in eV: -8.715
SMILES: CCOC(=O)c1sc2nc(C)n(CC(=O)NC[C@@H]3CCCO3)c(=O)c2c1C
HOMO-LUMO gap in eV: 8.70
LUMO energy in eV: -0.02
Net charge: 0

Geometry as XYZ:
```
50
C18H23N3O5S, DFT wB97M-V/def2-TZVPD
C 3.72589 -4.16925 -3.84696
C 4.09280 -4.12408 -2.34291
O 3.02580 -3.65831 -1.52245
C 3.33495 -3.21568 -0.28030
O 4.42734 -3.37372 0.28362
C 2.27186 -2.56602 0.47708
S 2.50762 -2.44750 2.19307
C 0.91110 -1.78841 2.43566
N 0.35320 -1.34467 3.62537
C -0.83313 -0.79741 3.69705
C -1.30554 -0.29593 5.03244
N -1.58415 -0.57151 2.54083
C -2.93963 0.09094 2.52205
C -2.83988 1.55421 2.16167
O -2.86941 2.38723 3.06016
N -2.54659 1.90768 0.87879
C -2.30609 3.24303 0.42353
C -1.28432 3.23789 -0.65514
C -1.11740 4.64995 -1.21384
C -0.39919 4.35422 -2.51346
C -0.84904 2.91611 -2.85532
O -1.64961 2.44443 -1.77040
C -1.04066 -0.97528 1.31954
O -1.68369 -0.70742 0.29866
C 0.24618 -1.61380 1.25931
C 1.03905 -2.06679 0.08264
C 0.61099 -1.96301 -1.37785
H 4.64410 -4.22873 -4.47486
H 3.07272 -5.01284 -4.02254
H 3.20780 -3.24788 -4.10069
H 4.94756 -3.41677 -2.29827
H 4.40838 -5.11656 -1.98013
H -2.10124 -0.92351 5.36446
H -1.64960 0.74609 4.92054
H -0.50843 -0.30108 5.74812
H -3.60756 -0.43637 1.83279
H -3.42635 -0.00776 3.47255
H -2.22820 1.10149 0.27682
H -3.24769 3.61624 0.03665
H -2.00760 3.90461 1.22805
H -0.30045 2.85034 -0.22973
H -2.07656 5.12029 -1.41557
H -0.52708 5.29104 -0.52957
H -0.68211 5.06451 -3.30117
H 0.66417 4.40018 -2.41343
H -1.40082 2.92422 -3.79846
H 0.02789 2.28362 -2.97982
H 1.47249 -1.72356 -2.00736
H 0.11203 -2.88285 -1.67816
H -0.09196 -1.11158 -1.56305
```

***

Which of them is least stable? Easy: b.

***

a.
2 unconnected molecules or ions with the total composition C10H16, computed with wB97M-V/def2-TZVPD.

HOMO level in eV: -9.006
SMILES: CCc1ccccc1.CC
HOMO-LUMO gap in eV: 10.02
LUMO energy in eV: 1.02
Net charge: 0

Geometry as XYZ:
```
26
C10H16, DFT wB97M-V/def2-TZVPD
C -2.01219 1.47488 -2.11057
C -2.39901 1.27458 -0.64727
C -1.60787 0.18791 0.07010
C -1.38319 -1.05829 -0.50498
C -0.67702 -2.04908 0.15329
C -0.23789 -1.82080 1.45409
C -0.50715 -0.60601 2.05529
C -1.06661 0.43820 1.32423
H -1.08834 0.97489 -2.36704
H -1.97278 2.52741 -2.37635
H -2.76656 1.07987 -2.79045
H -2.44823 2.15304 0.00086
H -3.41688 0.89804 -0.57647
H -1.77194 -1.24593 -1.49754
H -0.35596 -2.95479 -0.33434
H 0.07078 -2.59686 2.13976
H -0.20414 -0.40941 3.07629
H -1.09615 1.39694 1.82197
C 3.14988 0.58674 -0.37352
C 3.09441 -0.52278 0.70687
H 3.80786 1.39757 -0.07304
H 3.55351 0.20216 -1.30468
H 2.19223 1.02209 -0.62579
H 3.57303 -0.13396 1.60090
H 3.52273 -1.44012 0.32321
H 2.04746 -0.77628 0.85520
```

***

b.
2 unconnected molecules or ions with the total composition C10H16, computed with wB97M-V/def2-TZVPD.

HOMO level in eV: -8.927
SMILES: Cc1ccccc1.CCC
HOMO-LUMO gap in eV: 9.94
LUMO energy in eV: 1.01
Net charge: 0

Geometry as XYZ:
```
26
C10H16, DFT wB97M-V/def2-TZVPD
C -2.21466 1.84757 0.98660
C -0.77742 1.57374 0.61949
C 0.16799 1.63893 1.65173
C 1.51920 1.59104 1.30709
C 1.87093 1.45927 -0.03238
C 0.91548 1.46461 -1.03978
C -0.43399 1.34341 -0.71847
H -2.32930 2.93825 1.04337
H -2.39704 1.45458 1.98383
H -2.91558 1.54858 0.21234
H -0.16981 1.92833 2.63685
H 2.29705 1.41671 2.04182
H 2.90469 1.44617 -0.35254
H 1.30961 1.50195 -2.04616
H -1.21279 1.19054 -1.44802
C 1.04213 -2.50504 -0.44058
C 0.03318 -3.54159 -0.99192
C -1.42057 -3.07738 -0.97269
H 1.32182 -2.78112 0.56566
H 0.50848 -1.54574 -0.37464
H 1.83625 -2.24229 -1.12990
H 0.34165 -3.70114 -2.02120
H 0.11024 -4.47581 -0.43633
H -2.17466 -3.74991 -0.56617
H -1.54148 -2.13832 -0.42324
H -1.77310 -2.81270 -1.97585
```

***

Which of them is least stable? Easy: b.